Here is a single C3HClF4N2 molecule from OMol25. Energies are from ωB97M-V/def2-TZVPD.

The geometry in XYZ format:
```
11
Properties=species:S:1:pos:R:3:forces:R:3
Cl -2.9225 -0.0140 -0.2273 1.4 -0.2 -0.2
F -0.5271 1.6636 0.4738 0.3 -0.1 0.5
F -0.8990 -1.5828 -0.8130 0.0 0.7 0.3
F 1.6143 0.4865 -1.2000 -0.6 0.0 1.0
F -0.4824 -0.1914 1.7147 0.5 0.6 -1.4
N 1.9602 -1.0197 0.6074 1.0 4.2 1.4
N 2.3174 0.1470 1.0914 -1.7 -3.6 -2.2
C 1.2734 0.1347 0.0809 0.0 -0.8 1.0
C -0.2357 0.3418 0.4736 0.1 -0.3 -0.7
C -1.1496 -0.2473 -0.6321 -0.8 -0.4 0.2
H -0.9490 0.2815 -1.5693 -0.1 -0.1 0.2
```
Positions in Å, forces in eV/Å.

Computed properties:
Max |F|: 4.5 eV Å⁻¹
Energy relative to the best compared isomer or geometry (same formula, charge and spin): 33.86 kJ/mol
SMILES string: F[C@@H](Cl)C(F)(F)C1(F)N=N1
HOMO energy: -11.65 eV
Orbital gap: 10.61 eV
E: -29497.2078 eV
Net charge: 0